ORCA calculation (the ωB97M-V functional and the def2-TZVPD basis) on C34H86BCrF3N8O13PdS as an isolated structure at a distorted geometry.

For the frontier orbital gap (spin up / spin down), the calculation gives 5.256 / 5.156 eV. Its spin multiplicity is 6. The calculation puts the highest occupied orbital energy (spin up / spin down) at -4.4 / -4.3 eV. As for the total charge: -1.

XYZ file:
```
148
Properties=species:S:1:pos:R:3:forces:R:3:lowdin_spin:R:1
Cr 0.379841 0.048223 0.546397 2.27 -0.48 3.18 2.937
Pd 3.377671 -1.648697 3.010087 0.31 2.71 -1.22 1.505
F 3.997621 0.655473 2.965627 -1.16 -1.46 0.64 0.127
F -0.583889 0.962993 2.157447 0.73 -1.18 -1.89 0.016
F 1.429721 -1.074097 1.962517 -0.64 0.26 -0.43 0.069
B -0.348219 1.040143 -1.222263 -0.08 0.71 -0.95 0.060
H -1.006189 1.452363 -1.971523 -2.31 1.39 -2.45 0.003
H -0.519469 1.552173 -0.288053 -0.60 2.46 3.51 0.006
H -0.632049 0.014283 -1.045383 -1.53 -4.01 0.02 0.011
H 0.695021 1.018953 -1.496923 3.68 0.34 -1.20 0.018
S 4.986411 -0.681907 0.198147 5.53 0.24 -1.44 0.004
O 5.869221 -1.545947 -0.636253 -1.26 0.28 0.11 0.053
O 5.793241 0.267913 0.920667 0.16 0.52 0.63 0.008
O 3.984561 -0.000257 -0.578283 -1.98 1.18 -2.33 0.001
O 4.273871 -1.610027 1.075847 -2.22 -3.22 2.93 0.136
C 2.697621 -2.332307 -2.799063 -0.20 -0.29 0.47 -0.001
C 1.381351 -1.755957 -2.267683 -1.57 0.86 -0.07 0.000
C 0.127031 -2.676617 -2.210893 0.98 2.28 -4.49 0.001
O 0.159901 -3.453667 -1.184063 0.79 -4.50 5.97 0.000
C -0.737379 -4.544877 -1.011613 -1.01 0.27 -1.16 0.000
N 1.608421 -1.215857 -0.888613 -0.33 -1.10 -1.22 -0.018
H 3.512121 -1.608007 -2.807683 -0.25 0.42 0.11 0.000
H 2.604501 -2.697177 -3.821953 -0.13 -0.34 0.11 0.000
H 3.064931 -3.079307 -2.095383 0.03 -0.51 -0.28 0.000
H 1.066681 -1.003487 -2.990783 0.01 0.61 0.27 0.000
H 0.273381 -3.238757 -3.133223 -0.85 -0.22 -0.64 0.000
H -0.814499 -2.129617 -2.161843 -0.11 0.67 -0.85 0.000
H -1.086539 -4.737407 0.002847 1.11 0.23 0.51 0.000
H -0.384129 -5.459847 -1.487153 0.26 0.02 0.10 0.000
H -1.710359 -4.319677 -1.448323 -0.05 0.24 -0.74 0.000
H 1.838671 -2.122027 -0.506613 -0.23 -0.24 1.56 0.000
H 2.567591 -0.936247 -1.036653 1.00 1.76 1.03 0.001
C 1.959261 3.469253 2.143027 0.08 0.57 -1.47 0.000
C 2.196861 2.922623 0.698777 -0.88 0.77 0.23 0.000
C 3.526071 3.337723 0.059447 -0.18 1.03 -0.57 -0.001
O 3.771971 4.786383 -0.049343 0.86 0.87 1.89 -0.001
C 2.864891 5.693803 -0.692373 -0.65 -2.99 -1.07 0.000
N 2.147231 1.455163 0.738127 -0.88 0.56 -0.73 -0.028
H 1.852461 4.548093 2.029907 0.11 0.21 0.33 0.000
H 2.802201 3.256653 2.800577 0.07 -0.14 -0.11 0.000
H 1.032281 3.094153 2.576727 0.01 -0.29 -0.19 0.000
H 1.476931 3.297553 -0.028693 -0.88 -0.12 0.43 0.000
H 3.683581 3.035993 -0.976043 -0.73 -0.81 -0.12 0.000
H 4.265191 2.761183 0.615687 0.92 1.01 0.26 0.000
H 3.043011 5.596833 -1.763343 0.16 0.28 -0.43 0.000
H 2.830951 6.762443 -0.480343 0.75 -0.30 0.97 0.000
H 1.870481 5.260013 -0.587083 -0.46 0.51 0.23 0.000
H 2.755781 1.262463 1.520837 0.36 -1.15 0.96 -0.001
H 2.742651 1.222143 -0.043723 0.26 -1.19 -0.40 0.001
C -0.738989 6.723443 -1.900993 0.04 0.47 -0.84 0.000
C -1.204819 5.382333 -1.393333 -0.28 0.22 2.37 0.000
C -2.510669 5.473673 -0.571283 0.71 -0.23 -0.22 0.000
O -2.353799 6.025593 0.752617 -0.21 -0.59 -1.58 0.000
C -1.792799 5.099703 1.671737 0.10 0.42 0.04 0.000
N -1.336269 4.417343 -2.470533 0.44 0.45 -0.96 0.001
H 0.302861 6.640983 -2.210553 -0.07 -0.06 -0.73 0.000
H -0.711309 7.633503 -1.301723 -0.39 -0.58 1.04 0.000
H -1.436709 6.994873 -2.693203 0.41 -0.01 -0.62 0.000
H -0.440149 5.004763 -0.714493 0.11 0.03 0.44 0.000
H -2.878779 4.447913 -0.550713 -0.28 -0.24 0.57 0.000
H -3.232849 6.032373 -1.166603 -0.15 0.41 0.41 0.000
H -0.810339 4.724143 1.385657 0.20 0.19 -0.14 0.000
H -2.407419 4.210413 1.811377 -0.35 0.05 0.11 0.000
H -1.701299 5.693253 2.581367 0.04 -0.42 0.19 0.000
H -0.372419 4.265053 -2.731083 0.19 -0.21 -0.64 0.000
H -1.631059 3.496123 -2.179743 -0.09 -0.04 0.71 0.000
C 0.425581 -1.169387 6.210377 0.00 2.01 -0.65 0.000
C 1.356211 -0.337717 5.280007 -1.48 -1.12 -2.00 0.002
C 1.463641 1.172653 5.425847 -0.67 1.19 0.80 0.001
O 2.349761 1.542373 6.446287 3.46 0.60 -0.72 0.000
C 1.943361 1.799613 7.728037 -3.00 -0.46 0.06 0.000
N 2.651861 -0.996967 5.231277 0.74 0.52 0.82 0.038
H -0.413149 -0.488457 6.355157 -0.59 -0.56 0.10 0.000
H 0.852901 -1.321267 7.201547 0.22 -0.19 0.00 0.000
H 0.136411 -2.109007 5.739627 -0.02 0.07 0.13 0.000
H 1.098391 -0.493007 4.232387 -1.42 0.44 -0.01 0.000
H 0.529661 1.721133 5.548117 -0.82 -0.62 0.50 0.000
H 1.799791 1.745233 4.561407 0.67 -1.07 -0.53 0.000
H 2.642671 1.969013 8.546787 0.76 -0.49 -0.74 0.000
H 1.278231 0.953083 7.898597 -0.21 -0.10 1.44 0.000
H 1.288351 2.670833 7.734927 -0.19 0.42 0.08 0.000
H 2.681401 -1.366797 6.170667 1.08 -0.57 0.11 0.002
H 3.199001 -0.149237 5.277037 1.65 -0.19 -0.26 0.000
C 2.080491 -4.799917 0.904907 -0.20 0.95 0.46 0.000
C 2.555601 -4.931397 2.377597 0.19 -1.02 -1.92 0.006
C 4.020041 -5.417027 2.547467 -0.83 -0.27 0.42 0.001
O 4.305261 -6.498627 1.675417 0.18 0.74 -0.35 0.000
C 4.303141 -7.789167 2.224917 0.48 0.59 1.07 0.000
N 2.368101 -3.697127 3.116257 0.97 0.56 0.62 0.047
H 2.753131 -4.224377 0.268977 0.34 0.15 0.35 0.000
H 1.175041 -4.199367 0.992077 -0.18 0.12 -0.25 0.000
H 1.797051 -5.656477 0.293297 0.27 -0.52 0.73 0.000
H 1.873101 -5.581127 2.925437 0.09 -1.01 -0.50 0.002
H 4.134021 -5.685237 3.597787 0.00 -0.64 0.33 0.000
H 4.748751 -4.609027 2.482487 -0.08 0.18 -0.99 0.000
H 4.779291 -8.481217 1.530337 -0.59 0.04 -0.20 0.000
H 3.318261 -8.060197 2.605257 -0.28 -0.45 -0.48 0.000
H 4.936171 -7.797037 3.112217 0.29 -0.05 0.26 0.000
H 2.529841 -4.077837 4.037667 -0.11 0.87 0.80 0.001
H 1.402091 -3.403507 3.089377 -0.27 0.11 -0.14 0.001
C -4.201799 1.070753 -2.516243 -0.55 0.09 -1.17 0.000
C -4.524779 2.147153 -3.563333 0.82 1.16 -1.37 0.000
C -5.868499 2.125343 -4.355853 0.50 0.39 1.25 0.000
O -6.006569 0.924383 -5.042003 -0.48 -1.32 -0.83 0.000
C -7.280779 0.667713 -5.649383 0.38 0.64 0.44 0.000
N -4.181109 3.527933 -3.129323 -0.61 -0.20 0.51 0.000
H -4.927529 1.007743 -1.705413 -0.03 0.30 0.11 0.000
H -3.198609 1.264473 -2.136523 -0.07 -0.18 0.15 0.000
H -4.230829 0.107543 -3.025643 0.14 -0.18 0.12 0.000
H -3.786679 2.183833 -4.364553 0.06 -1.75 -0.38 0.000
H -5.878299 2.943023 -5.076553 0.11 0.36 0.16 0.000
H -6.647959 2.296773 -3.613453 -0.64 -0.08 -0.01 0.000
H -7.615009 1.407713 -6.376563 0.43 0.62 -0.08 0.000
H -8.048159 0.679943 -4.875383 -0.17 -0.46 0.09 0.000
H -7.250389 -0.253257 -6.231613 0.22 -0.22 0.57 0.000
H -3.247609 3.674753 -3.485863 -0.04 0.64 0.07 0.000
H -4.041369 3.552043 -2.129333 -0.37 0.14 0.29 0.000
C -3.264169 -2.266867 0.152357 -0.17 0.89 -0.05 0.000
C -2.245319 -1.500517 1.099037 -3.05 -1.08 -2.40 0.001
C -2.460949 -1.849877 2.525087 -1.53 2.68 0.43 0.000
O -2.451989 -3.163987 2.871107 0.52 -2.56 -0.29 0.000
C -3.128419 -3.554197 4.073157 0.44 1.22 -0.85 0.000
N -0.924919 -1.690237 0.647787 1.87 -0.17 0.75 -0.012
H -3.145599 -2.026747 -0.904233 0.55 0.49 -0.09 0.000
H -4.249919 -1.851677 0.362157 -0.24 -0.35 0.23 0.000
H -3.312529 -3.355187 0.115937 0.25 -0.06 0.86 0.000
H -2.550859 -0.461677 0.974257 0.24 0.19 0.29 0.000
H -3.454049 -1.408277 2.607857 -0.61 -0.13 0.86 0.000
H -1.821469 -1.169247 3.087137 0.50 -0.25 0.58 0.000
H -4.136039 -3.140797 4.029597 -0.15 0.08 0.31 0.000
H -2.549109 -3.113567 4.884537 -0.33 -0.23 0.51 0.000
H -3.206219 -4.639187 4.142817 0.36 0.13 -0.18 0.000
H -0.531249 -2.163487 1.448507 1.26 0.02 0.11 0.001
H -0.867889 -2.416837 -0.051423 0.28 0.38 -0.48 0.001
C -0.135979 1.313443 -5.752743 -0.28 -0.55 -0.87 0.000
C -1.043389 0.975373 -4.758473 1.28 -0.99 -0.62 0.000
C -1.469999 -0.365787 -4.610243 -0.81 0.52 0.89 0.000
C -1.184469 -1.346687 -5.577773 1.95 1.95 -0.36 0.000
C -0.202059 -0.961667 -6.476393 0.84 0.33 -1.89 0.000
C 0.337381 0.339793 -6.631693 -1.34 -0.59 0.96 0.000
N -1.597879 -2.751137 -5.611063 -0.35 -1.46 0.94 0.000
O -1.283099 -3.516797 -6.544333 -0.48 1.91 1.48 0.000
O -2.224689 -3.117677 -4.612193 0.39 0.22 -1.12 0.000
H 0.120671 2.361783 -5.791823 0.45 -0.01 -0.30 0.000
H -1.086419 1.844303 -4.118543 -1.22 -0.73 0.98 0.000
H -1.969349 -0.612217 -3.684873 -0.45 -0.15 -0.13 0.000
H 0.172461 -1.696297 -7.173853 -0.15 -0.23 -0.06 0.000
H 1.008411 0.575983 -7.444303 0.19 -0.20 0.13 0.000
```
Positions in Å, forces in eV/Å.